ORCA calculation (ωB97M-V/def2-TZVPD) on a cluster of 7 separate species, C42H99O22P in total in a non-equilibrium geometry.

energy above the lowest of the compared OMol25 structures with the same formula, charge and spin	0.00	kJ/mol
structure (SMILES)	CCOP(=O)(OCC)OCC.COCCOCCOC.COCCOCCOC.COCCOCCOC.COCCOCCOC.COCCOCCOC.COCCOCCOC
HOMO	-9.42	eV

Last column: Löwdin charge in e.
Positions of all 164 atoms, in Å:
C (-9.2609, 7.0981, -6.4136)  -0.0585
C (-10.3332, 6.2960, -7.1054)  -0.2359
O (-11.6139, 6.9507, -7.2337)  -0.1652
P (-12.6169, 7.0255, -6.0268)  0.3642
O (-11.9734, 6.9184, -4.7107)  -0.2160
O (-13.4623, 8.3097, -6.3354)  -0.1622
C (-12.8905, 9.5842, -6.0324)  -0.2529
C (-12.7397, 10.4230, -7.3151)  -0.0541
O (-13.7211, 5.8988, -6.2279)  -0.1479
C (-13.3815, 4.6569, -5.6239)  -0.2944
C (-14.2605, 3.5072, -6.0689)  -0.0532
H (-9.3797, 7.0852, -5.3322)  0.0685
H (-8.3229, 6.5770, -6.6285)  0.0613
H (-9.1727, 8.1008, -6.8352)  0.0913
H (-10.1014, 6.0931, -8.1473)  0.0969
H (-10.4115, 5.3186, -6.6271)  0.0903
H (-13.5722, 10.1087, -5.3602)  0.1187
H (-11.9555, 9.5119, -5.4737)  0.1114
H (-12.5314, 9.7199, -8.1266)  0.0661
H (-13.6996, 10.8899, -7.5153)  0.0718
H (-11.8756, 11.0789, -7.2575)  0.0752
H (-12.3081, 4.4505, -5.7537)  0.0997
H (-13.4057, 4.6268, -4.5260)  0.1033
H (-13.9435, 2.5907, -5.5671)  0.0787
H (-15.2819, 3.6904, -5.7306)  0.0833
H (-14.2171, 3.3138, -7.1402)  0.0531
C (-9.1200, 7.0075, 4.1879)  -0.1241
O (-9.0520, 6.1423, 3.0958)  -0.1767
C (-8.4555, 6.7019, 1.9518)  -0.2141
C (-8.9373, 5.9276, 0.7558)  -0.1966
O (-8.4203, 6.5705, -0.3939)  -0.1237
C (-8.4191, 5.8055, -1.5778)  -0.1895
C (-9.7780, 5.6389, -2.2192)  -0.2118
O (-10.5884, 4.7937, -1.4343)  -0.1920
C (-11.8260, 4.5049, -2.0635)  -0.0981
H (-9.9600, 6.7155, 4.8151)  0.0862
H (-9.2985, 8.0409, 3.8586)  0.0841
H (-8.1922, 7.0288, 4.7725)  0.0870
H (-7.3611, 6.6925, 2.0327)  0.1328
H (-8.7643, 7.7459, 1.8104)  0.1255
H (-10.0309, 5.9476, 0.7278)  0.1269
H (-8.6855, 4.8607, 0.8015)  0.1349
H (-8.0019, 4.8106, -1.3728)  0.1299
H (-7.8028, 6.3642, -2.2846)  0.1067
H (-9.6497, 5.2410, -3.2396)  0.1226
H (-10.2828, 6.6077, -2.3370)  0.1311
H (-12.3587, 5.4263, -2.3204)  0.0842
H (-12.4781, 4.0070, -1.3432)  0.0886
H (-11.6340, 3.8275, -2.9018)  0.0799
C (-11.6097, 9.1843, -15.2770)  -0.1147
O (-10.2953, 8.9286, -14.8437)  -0.1667
C (-10.0228, 9.4647, -13.5646)  -0.2129
C (-10.4666, 8.6710, -12.3770)  -0.1660
O (-11.9064, 8.6251, -12.3008)  -0.1582
C (-12.3500, 7.7052, -11.3431)  -0.2086
C (-13.8752, 7.5427, -11.5307)  -0.1884
O (-14.3821, 6.4619, -10.7813)  -0.1732
C (-14.1401, 6.6161, -9.4068)  -0.1278
H (-12.3587, 8.6422, -14.6958)  0.0755
H (-11.6606, 8.8393, -16.3101)  0.0875
H (-11.8781, 10.2464, -15.2399)  0.0903
H (-10.3656, 10.5058, -13.5265)  0.1289
H (-8.9307, 9.5428, -13.4870)  0.1287
H (-10.1624, 9.2402, -11.4839)  0.1314
H (-10.1212, 7.6383, -12.2909)  0.1229
H (-12.0666, 8.0296, -10.3386)  0.1201
H (-11.9995, 6.6870, -11.5860)  0.1274
H (-14.0250, 7.3199, -12.5847)  0.1271
H (-14.3772, 8.4789, -11.2476)  0.1286
H (-14.5247, 7.5671, -9.0156)  0.0987
H (-13.0987, 6.4515, -9.1255)  0.0620
H (-14.7162, 5.8538, -8.8750)  0.0910
C (-13.6549, 14.5269, -8.2710)  -0.1100
O (-12.9701, 15.1926, -9.3047)  -0.1859
C (-13.3725, 16.5327, -9.4425)  -0.2271
C (-12.4580, 17.2013, -10.4371)  -0.2040
O (-12.9953, 18.4424, -10.8031)  -0.1226
C (-12.0389, 19.4638, -10.9943)  -0.1957
C (-12.6054, 20.5891, -11.8154)  -0.2357
O (-12.3091, 20.4208, -13.1711)  -0.1765
C (-12.6951, 21.5405, -13.9454)  -0.1054
H (-14.6965, 14.3376, -8.5803)  0.0918
H (-13.7122, 15.1405, -7.3650)  0.0873
H (-13.1877, 13.5605, -8.1087)  0.0718
H (-13.3589, 17.0366, -8.4607)  0.1268
H (-14.4345, 16.5644, -9.7334)  0.1331
H (-12.4076, 16.5382, -11.3119)  0.1359
H (-11.4514, 17.2366, -10.0071)  0.1313
H (-11.1286, 19.1067, -11.4930)  0.1340
H (-11.7246, 19.8360, -10.0100)  0.1280
H (-12.1620, 21.5105, -11.3972)  0.1257
H (-13.6879, 20.6839, -11.6472)  0.1340
H (-12.1314, 22.4250, -13.6184)  0.0873
H (-13.7661, 21.7363, -13.8474)  0.0885
H (-12.3999, 21.3263, -14.9684)  0.0871
C (-4.4029, 2.8104, -8.6751)  -0.1090
O (-4.2695, 4.1112, -9.1829)  -0.1827
C (-3.8305, 5.0432, -8.2061)  -0.1881
C (-4.7502, 5.1886, -7.0025)  -0.1847
O (-4.2445, 4.3735, -5.9497)  -0.1380
C (-5.1862, 4.0589, -4.9302)  -0.1767
C (-5.5829, 5.2388, -4.0722)  -0.1893
O (-6.5000, 6.0191, -4.8288)  -0.2216
C (-6.3679, 7.4264, -4.7538)  -0.1087
H (-4.3738, 2.0910, -9.4951)  0.0919
H (-5.3514, 2.6622, -8.1424)  0.0597
H (-3.5855, 2.5503, -7.9925)  0.0986
H (-3.6978, 5.9812, -8.7483)  0.1234
H (-2.8150, 4.7582, -7.8933)  0.1301
H (-5.7176, 4.7760, -7.3121)  0.1168
H (-4.7681, 6.2391, -6.7092)  0.1204
H (-4.6571, 3.3017, -4.3496)  0.1317
H (-6.1103, 3.6334, -5.3466)  0.1202
H (-4.7009, 5.7786, -3.7187)  0.1329
H (-6.1201, 4.8468, -3.1970)  0.1126
H (-6.6561, 7.8056, -5.7360)  0.0733
H (-5.3545, 7.7836, -4.5616)  0.0923
H (-7.0827, 7.8017, -4.0171)  0.0838
C (-7.3477, 6.3632, -9.6933)  -0.0913
O (-8.6286, 5.8840, -10.0158)  -0.1930
C (-8.6396, 4.4911, -10.1698)  -0.2107
C (-10.0503, 4.0642, -10.4769)  -0.1865
O (-10.8532, 4.1395, -9.3304)  -0.1270
C (-12.1401, 3.6514, -9.5344)  -0.1759
C (-12.1909, 2.1223, -9.6067)  -0.2015
O (-13.3581, 1.6693, -8.9509)  -0.1959
C (-13.4895, 0.2653, -9.0003)  -0.0995
H (-7.0426, 5.9720, -8.7157)  0.0722
H (-7.4233, 7.4482, -9.6189)  0.0927
H (-6.6150, 6.1253, -10.4697)  0.0955
H (-8.2862, 4.0111, -9.2437)  0.1202
H (-8.0183, 4.1447, -11.0087)  0.1366
H (-10.1473, 3.0912, -10.9623)  0.1126
H (-10.3588, 4.8398, -11.2048)  0.1291
H (-12.5493, 4.0418, -10.4778)  0.1305
H (-12.8277, 3.9855, -8.7573)  0.1117
H (-11.2412, 1.6892, -9.2629)  0.1102
H (-12.3274, 1.7922, -10.6512)  0.1289
H (-12.5117, -0.2086, -8.8908)  0.0790
H (-14.0539, -0.0588, -9.8802)  0.0902
H (-14.1027, -0.0360, -8.1455)  0.0885
C (-9.0407, 0.0949, -10.4044)  -0.1035
O (-8.7613, 0.0697, -9.0206)  -0.1846
C (-7.5644, 0.7578, -8.7227)  -0.2103
C (-7.5116, 1.2339, -7.2953)  -0.1735
O (-8.3032, 2.4089, -7.1725)  -0.1369
C (-9.2064, 2.5150, -6.0819)  -0.1732
C (-10.3303, 1.5233, -5.9433)  -0.1879
O (-9.8830, 0.2504, -5.5048)  -0.1917
C (-10.6100, -0.8310, -6.0489)  -0.1029
H (-9.8599, -0.5799, -10.6416)  0.0906
H (-8.1834, -0.3071, -10.9691)  0.0934
H (-9.2024, 1.1271, -10.7263)  0.0694
H (-7.4903, 1.6234, -9.4027)  0.1154
H (-6.6845, 0.1500, -8.9901)  0.1332
H (-6.4802, 1.4610, -7.0121)  0.1078
H (-7.8919, 0.4491, -6.6402)  0.1272
H (-9.6360, 3.5102, -6.2297)  0.1038
H (-8.6594, 2.6245, -5.1316)  0.1313
H (-10.8766, 1.4620, -6.8879)  0.1196
H (-11.0012, 1.8870, -5.1533)  0.1261
H (-11.6975, -0.7240, -5.9125)  0.0880
H (-10.2759, -1.7410, -5.5594)  0.0890
H (-10.4634, -0.8951, -7.1320)  0.0736

Cartesian forces (eV/Å) of the 6 atoms listed first:
0.18 -0.33 -0.30
0.30 -0.33 -0.69
-0.03 0.16 0.16
-0.12 -0.33 0.90
0.20 0.26 0.02
-0.23 -0.07 0.02